1.
Below is a structure of composition C3H6N2O2, with properties calculated with ωB97M-V with the def2-TZVPD basis set.

Element x y z (Å)
N: -0.99122 0.78988 -1.48784
C: 0.03023 0.71009 -0.58498
O: 1.07302 1.55634 -0.71261
C: 0.49965 1.31910 0.63339
O: -0.07019 -0.80342 2.09802
C: 0.08063 -1.54808 1.13654
N: -0.01229 -1.18266 -0.16800
H: -0.70564 1.00708 -2.43904
H: -1.52129 -0.06282 -1.39911
H: 0.00003 2.14768 1.12815
H: 1.13682 0.68659 1.23279
H: 0.33727 -2.61879 1.32950
H: 0.14298 -2.00100 -0.76680

HOMO-LUMO gap: 9.970 eV
E_HOMO: -9.2 eV
molar mass: 102.09 g/mol
ΔE to the lowest compared entry with this formula, charge and spin: 411.9 kJ/mol
DFT total energy: -10280.5288 eV
E_LUMO: 0.8 eV

These are the Löwdin partial charges, in e, on atoms 1 to 6: 0.144, -0.412, 0.066, -0.003, -0.050, -0.442



2.
Below is a structure of composition C14H21NNiP in a non-equilibrium geometry, with properties calculated with ωB97M-V with the def2-TZVPD basis set.

Element x y z (Å)
C: -0.18980 -0.39231 -2.20114
C: -1.35351 -1.16884 -2.49272
C: -1.08348 -2.47584 -1.95585
C: 0.34453 -2.60258 -1.80690
C: 0.85888 -1.27858 -1.75921
Ni: 1.03439 1.24993 0.71141
P: 0.05571 2.97651 0.15122
H: -0.11060 0.67473 -2.20096
H: -2.27678 -0.77460 -2.95364
H: -1.81394 -3.27189 -1.77840
H: 1.84031 -0.98837 -1.40281
H: 0.93425 -3.51866 -1.60053
H: -1.20122 2.62701 0.77371
H: -0.36785 3.41949 -1.14386
H: 0.37895 4.21959 0.79185
C: 0.44597 0.20521 5.67698
N: -0.20618 0.19999 4.34035
C: -1.66386 0.45316 4.49568
C: 0.39301 1.14551 3.29691
C: 1.73734 0.60708 2.91533
C: 2.81991 0.62274 3.81644
C: 4.00538 -0.05981 3.48655
C: 4.11128 -0.75138 2.26632
C: 3.08880 -0.65666 1.30425
C: 1.93331 -0.02596 1.69085
H: 0.55629 1.24126 6.01814
H: 1.40320 -0.31236 5.64733
H: -0.23731 -0.31071 6.35722
H: -0.06309 -0.73064 3.92344
H: -1.77836 1.49057 4.81513
H: -2.15012 0.27454 3.52595
H: -2.03193 -0.23258 5.26504
H: -0.32201 1.11517 2.45670
H: 0.36201 2.15039 3.75002
H: 2.72782 1.07513 4.81940
H: 4.84891 -0.05275 4.18979
H: 5.00159 -1.35281 2.06804
H: 3.18842 -1.03608 0.28638

HOMO-LUMO gap (spin up / spin down): 3.063 / 5.239 eV
E_HOMO (spin up / spin down): -0.4 / -2.7 eV
molar mass: 293.00 g/mol
spin multiplicity: 3
DFT total energy: -66672.8932 eV
charge: -1
E_LUMO (spin up / spin down): 2.7 / 2.6 eV

These are the Löwdin partial charges, in e, on atoms 1 to 6: -0.247, -0.215, -0.216, -0.212, -0.233, 0.139



3.
Below is a cluster of 3 separate species, C4H10O3 in total in a non-equilibrium geometry, with properties calculated with ωB97M-V with the def2-TZVPD basis set.

Element x y z (Å)
C: -3.81716 -1.38991 -1.26632
C: -2.93485 -1.45670 -0.26602
C: -2.36292 -0.11976 0.22011
C: -1.31900 0.27779 -0.49281
O: -0.82696 1.58305 -0.26856
H: -4.14074 -2.37540 -1.67742
H: -4.05046 -0.47388 -1.78802
H: -2.65884 -2.30668 0.34416
H: -2.99996 0.22815 1.00114
H: -0.79763 -0.10696 -1.36742
H: -1.56032 2.10008 0.06602
H: 2.60479 1.04649 0.39363
H: 1.41962 1.92527 0.24299
O: 2.31175 1.81155 -0.11597
H: 6.63805 -1.91140 1.71398
H: 5.41152 -0.99812 1.40076
O: 6.32929 -1.00302 1.65825

HOMO-LUMO gap: 10.053 eV
E_HOMO: -9.5 eV
molar mass: 106.12 g/mol
ΔE to the lowest compared entry with this formula, charge and spin: 290.2 kJ/mol
DFT total energy: -10450.2359 eV
SMILES string: C=C/C=C/O.O.O
E_LUMO: 0.6 eV

These are the Löwdin partial charges, in e, on atoms 1 to 6: -0.008, -0.189, -0.106, -0.153, -0.053, 0.065



4.
Below is a structure of composition C37H34BBrN13O3Y, with properties calculated with ωB97M-V with the def2-TZVPD basis set.

Element x y z (Å)
Y: -0.36693 -0.95364 0.46890
C: 1.94027 -3.48519 -1.31080
C: 2.62006 -2.30586 -0.69839
C: 3.98415 -2.00070 -0.75081
C: 4.12205 -0.84993 -0.00995
N: 2.91169 -0.49477 0.45492
N: 1.97733 -1.38578 0.02615
B: 2.61798 0.75959 1.32423
N: 1.82629 0.34995 2.60420
C: 1.96587 0.80028 3.86122
C: 1.00135 0.20851 4.65002
C: 0.27211 -0.60508 3.77912
C: -0.88776 -1.48868 4.09597
N: 0.76820 -0.49958 2.54208
N: 1.73184 1.74656 0.51707
C: 1.84380 3.06006 0.26682
C: 0.72679 3.46673 -0.43497
C: -0.05035 2.31495 -0.57702
C: -1.38230 2.16844 -1.23840
N: 0.56138 1.28091 0.00584
N: 3.94336 1.36543 1.73231
C: 4.82417 0.84789 2.63075
C: 6.03288 1.45715 2.43942
C: 5.81989 2.34465 1.35838
C: 6.79125 3.28501 0.72653
N: 4.57372 2.26709 0.92897
H: 2.47715 -3.79677 -2.20697
H: 0.90298 -3.27989 -1.56764
H: 1.92666 -4.32107 -0.61065
H: 4.75901 -2.55573 -1.25050
H: 4.99808 -0.26521 0.21697
H: 2.74138 1.50259 4.11478
H: 0.85274 0.33329 5.70856
H: -1.24006 -1.29266 5.10694
H: -0.60958 -2.53922 4.01514
H: -1.72216 -1.32796 3.40940
H: 2.72229 3.59779 0.57445
H: 0.51192 4.45454 -0.80442
H: -1.38203 2.65867 -2.21188
H: -2.16826 2.63373 -0.63923
H: -1.64588 1.12146 -1.39821
H: 4.53484 0.07420 3.32296
H: 6.94148 1.29678 2.99419
H: 7.07091 4.08021 1.41873
H: 6.34878 3.73842 -0.15824
H: 7.70507 2.76675 0.43552
O: -7.56515 1.99000 2.70854
N: -6.47638 2.42711 2.41444
O: -6.14449 3.59397 2.48116
C: -5.49294 1.47449 1.86105
C: -5.99231 0.45494 1.13960
C: -5.11409 -0.47043 0.49726
C: -5.58525 -1.54074 -0.28562
C: -4.68238 -2.37698 -0.88023
C: -3.31405 -2.13426 -0.70211
N: -2.84879 -1.14169 0.03294
C: -3.73369 -0.31972 0.63962
C: -3.21260 0.73955 1.47262
N: -1.86942 0.78593 1.62899
C: -1.35542 1.75228 2.36745
C: -2.13993 2.70586 3.01943
C: -3.50140 2.66259 2.88453
C: -4.08101 1.66241 2.07739
H: -7.06333 0.34899 1.03340
H: -6.65162 -1.69050 -0.39955
H: -4.99891 -3.22205 -1.47391
H: -2.57712 -2.77836 -1.15956
H: -0.27675 1.78072 2.45421
H: -1.66331 3.46409 3.62382
H: -4.12480 3.38985 3.37902
O: -0.40592 -1.07384 -1.85456
C: 0.30644 -0.90641 -2.87667
C: 1.52167 -0.12951 -2.82533
C: 2.37141 -0.09706 -3.88219
C: 2.05863 -0.80183 -5.06908
C: 0.87405 -1.50302 -5.18532
C: -0.04031 -1.55648 -4.13804
C: -1.30487 -2.23377 -4.29773
N: -2.45047 -1.93316 -3.70764
C: -3.38023 -2.75625 -4.25616
C: -2.79959 -3.59493 -5.17557
N: -1.48732 -3.24554 -5.20379
H: 1.74025 0.38786 -1.90229
H: 3.29394 0.46408 -3.81970
H: 2.73959 -0.76243 -5.90843
H: 0.63510 -1.96762 -6.13320
H: -4.42027 -2.70483 -3.98069
H: -3.20175 -4.38469 -5.78518
H: -0.76966 -3.70865 -5.73504
Br: -0.70993 -3.58386 1.05963

HOMO-LUMO gap (spin up / spin down): 7.829 / 5.848 eV
E_HOMO (spin up / spin down): -11.1 / -11.2 eV
molar mass: 888.39 g/mol
spin multiplicity: 2
ΔE to the lowest compared entry with this formula, charge and spin: 0.0 kJ/mol
DFT total energy: -136199.0231 eV
charge: +1
E_LUMO (spin up / spin down): -3.3 / -5.4 eV

These are the Löwdin partial charges, in e, on atoms 1 to 6: 1.197, -0.051, -0.340, 0.000, -0.033, 0.029



5.
Below is a structure of composition C5H20AsF6N10O5Tl in a non-equilibrium geometry, with properties calculated with ωB97M-V with the def2-TZVPD basis set.

Element x y z (Å)
Tl: 0.60679 -1.83351 1.24780
As: -4.50697 1.58035 2.30187
F: -4.04702 2.29080 0.72225
F: -5.67397 0.41667 1.62154
F: -4.81704 0.94246 3.95861
F: -3.42866 2.81902 3.02566
F: -5.87187 2.69377 2.48772
F: -3.10997 0.42786 2.09333
C: 4.73181 -5.11450 -0.52458
O: 4.09042 -4.40439 0.21135
N: 4.25623 -6.04273 -1.25541
N: 5.96681 -5.06104 -0.68717
H: 3.25297 -6.13328 -1.18210
H: 4.80585 -6.68176 -1.81188
H: 6.49803 -4.36359 -0.18571
H: 6.42780 -5.54140 -1.44666
C: -4.19064 -3.54430 -1.24151
O: -3.23854 -3.40023 -0.51385
N: -4.35048 -4.53160 -2.10085
N: -5.21761 -2.71311 -1.38072
H: -3.65553 -5.23763 -2.29750
H: -5.12121 -4.44224 -2.74746
H: -5.39751 -1.91537 -0.78799
H: -5.85338 -2.69775 -2.16536
C: 0.61222 3.87814 0.48875
O: 0.49218 2.68467 0.69799
N: 1.49709 4.42531 -0.22794
N: -0.23478 4.78382 0.87850
H: 1.24364 5.32395 -0.61305
H: 2.03215 3.69191 -0.67058
H: -0.96273 4.47719 1.50791
H: 0.17263 5.69734 0.73841
C: -1.44414 0.79766 -3.16390
O: -1.29313 0.13556 -2.18734
N: -0.89884 0.50425 -4.28477
N: -2.14494 1.89700 -3.19511
H: -0.28038 -0.29413 -4.27127
H: -0.89459 1.15900 -5.05378
H: -2.27990 2.45781 -4.02419
H: -2.55975 2.11704 -2.30090
C: 4.19501 1.81103 3.33295
O: 3.88966 0.77822 2.73692
N: 3.38985 2.72169 3.80359
N: 5.39408 2.25297 3.48970
H: 2.40749 2.52906 3.93761
H: 3.82361 3.61649 3.98050
H: 5.44247 3.12498 3.99698
H: 6.24478 1.91657 3.06162

HOMO-LUMO gap: 1.668 eV
E_HOMO: -14.7 eV
molar mass: 693.57 g/mol
DFT total energy: -112465.9233 eV
charge: +2
E_LUMO: -13.0 eV

These are the Löwdin partial charges, in e, on atoms 1 to 6: 0.949, 0.885, -0.306, -0.281, -0.269, -0.284